A molecular structure, C29H27N9S3Zr, computed with ωB97M-V/def2-TZVPD.

The calculation puts the total energy at -2855.70062 Ha. The LUMO energy (spin up / spin down) is -2.0 / -2.0 eV. The spin multiplicity is 1. For the HOMO energy (spin up / spin down), the calculation gives -7.61 / -7.61 eV.

Last column: natural (NBO) charge in e.
Cartesian coordinates (Å):
1 Zr -0.761 -1.043 -0.743  1.591
2 C -2.920 -0.289 1.596  -0.420
3 N -1.478 -0.610 1.569  -0.513
4 C -0.740 0.388 2.350  -0.404
5 C -1.269 -1.939 2.216  -0.230
6 C -1.817 -3.056 1.379  -0.107
7 C -2.466 -4.128 1.984  -0.209
8 C -2.836 -5.225 1.226  -0.219
9 C -2.556 -5.233 -0.136  -0.224
10 C -1.948 -4.142 -0.735  -0.143
11 C -1.574 -3.015 0.004  -0.482
12 H -3.271 -0.242 2.634  0.192
13 H -3.474 -1.066 1.070  0.251
14 H -3.095 0.668 1.106  0.217
15 H -1.011 0.322 3.411  0.203
16 H -0.985 1.393 2.014  0.187
17 H 0.333 0.225 2.249  0.213
18 H -1.719 -1.926 3.218  0.191
19 H -0.187 -2.076 2.321  0.226
20 H -2.665 -4.112 3.051  0.201
21 H -3.339 -6.063 1.687  0.211
22 H -2.835 -6.089 -0.738  0.213
23 H -1.778 -4.162 -1.807  0.207
24 S 1.182 -2.619 -0.113  -0.150
25 C 2.413 -1.449 0.259  0.064
26 N 3.607 -1.834 0.638  -0.113
27 N 4.507 -1.007 1.114  -0.358
28 C 4.399 0.206 1.838  0.214
29 C 5.529 1.012 1.876  -0.258
30 C 5.533 2.166 2.646  -0.185
31 C 4.417 2.513 3.392  -0.232
32 C 3.302 1.684 3.371  -0.191
33 C 3.284 0.538 2.596  -0.268
34 N 2.263 -0.114 -0.002  -0.154
35 N 1.210 0.225 -0.637  -0.360
36 C 1.333 1.606 -1.069  0.184
37 C 1.815 2.578 -0.201  -0.268
38 C 1.935 3.886 -0.645  -0.211
39 C 1.588 4.215 -1.951  -0.214
40 C 1.121 3.231 -2.811  -0.180
41 C 0.989 1.921 -2.373  -0.238
42 H 5.425 -1.426 1.130  0.396
43 H 6.401 0.742 1.295  0.220
44 H 6.414 2.793 2.658  0.222
45 H 4.419 3.412 3.992  0.220
46 H 2.434 1.929 3.971  0.215
47 H 2.420 -0.113 2.607  0.216
48 H 2.107 2.305 0.804  0.236
49 H 2.311 4.645 0.027  0.220
50 H 1.687 5.235 -2.298  0.220
51 H 0.860 3.478 -3.831  0.226
52 H 0.632 1.142 -3.038  0.252
53 S -0.609 -1.504 -3.214  -0.169
54 C -2.364 -1.627 -3.229  -0.181
55 S -3.192 -1.272 -1.761  -0.172
56 C -3.019 -1.998 -4.373  -0.431
57 C -2.311 -2.264 -5.586  0.294
58 N -1.745 -2.472 -6.565  -0.325
59 C -4.444 -2.107 -4.397  0.296
60 N -5.591 -2.195 -4.417  -0.323
61 N -1.417 2.471 -0.362  -0.330
62 C -1.896 3.557 -0.986  -0.008
63 C -2.477 3.124 -2.153  -0.329
64 C -2.281 1.739 -2.157  0.022
65 N -1.631 1.339 -1.066  -0.369
66 H -0.824 2.457 0.450  0.418
67 H -1.786 4.538 -0.557  0.231
68 H -2.970 3.714 -2.902  0.245
69 H -2.590 1.022 -2.896  0.255

---

5 unconnected molecules or ions with the total composition C29H27O19P2S2, computed with ωB97M-V/def2-TZVPD.

The calculation puts the total energy at -4029.56388 Ha. The LUMO energy is -4.2 eV. The spin multiplicity is 1. For the HOMO energy, the calculation gives -11.10 eV. As for the total charge: +1.

Last column: Mulliken charge in e.
Cartesian coordinates (Å):
1 C 0.592 -0.471 1.547  0.516
2 C 0.634 0.378 0.661  -0.726
3 S 0.950 1.291 -0.893  0.394
4 C -0.691 2.036 -1.375  -0.712
5 S -1.642 2.695 0.063  -0.037
6 C -2.817 1.338 0.574  -0.038
7 C -3.786 1.828 1.755  -1.122
8 P 2.432 2.806 -0.522  -0.114
9 P 3.848 1.801 0.845  0.776
10 O 3.558 2.123 2.289  -0.393
11 O 5.371 2.405 0.416  -0.526
12 O 3.877 0.132 0.611  -0.461
13 H 0.694 -1.379 2.211  0.364
14 H -0.563 2.848 -2.163  0.482
15 H -1.309 1.196 -1.843  0.292
16 H -3.480 0.989 -0.279  0.342
17 H -2.212 0.481 1.016  0.085
18 H -3.237 1.888 2.743  0.360
19 H -4.636 1.097 1.894  0.269
20 H -4.257 2.835 1.533  0.339
21 H 1.888 3.912 0.206  0.212
22 H 5.948 2.040 1.135  0.360
23 H 3.965 0.013 -0.371  0.342
24 C 5.695 -2.583 -4.550  -0.957
25 C 6.969 -2.347 -4.215  0.398
26 C 7.348 -1.167 -3.382  0.894
27 O 8.512 -0.994 -3.081  -0.574
28 C 6.281 -0.252 -2.960  -0.720
29 C 5.014 -0.489 -3.299  -0.024
30 C 4.631 -1.682 -4.108  1.010
31 O 3.457 -1.869 -4.379  -0.604
32 O 4.008 0.348 -2.921  -0.454
33 O 7.964 -3.166 -4.616  -0.549
34 H 5.406 -3.434 -5.151  0.429
35 H 6.569 0.609 -2.372  0.503
36 H 3.192 -0.045 -3.290  0.305
37 H 8.784 -2.782 -4.246  0.355
38 C -8.635 -1.638 -0.995  -0.733
39 C -7.394 -1.334 -0.610  0.045
40 C -7.110 -0.148 0.247  1.057
41 O -5.958 0.076 0.588  -0.534
42 C -8.231 0.703 0.640  -0.996
43 C -9.477 0.404 0.254  0.374
44 C -9.766 -0.800 -0.583  0.902
45 O -10.913 -1.049 -0.899  -0.578
46 O -10.525 1.178 0.603  -0.556
47 O -6.329 -2.087 -0.977  -0.456
48 H -8.853 -2.497 -1.615  0.449
49 H -8.008 1.570 1.247  0.428
50 H -11.310 0.752 0.205  0.353
51 H -5.555 -1.654 -0.568  0.209
52 C -0.889 -3.414 -4.052  -1.107
53 C -1.825 -3.757 -4.944  0.405
54 C -3.277 -3.747 -4.592  0.875
55 O -4.100 -4.047 -5.435  -0.576
56 C -3.650 -3.373 -3.225  -0.822
57 C -2.714 -3.034 -2.336  0.254
58 C -1.266 -3.018 -2.696  1.012
59 O -0.443 -2.682 -1.856  -0.645
60 O -3.037 -2.687 -1.065  -0.525
61 O -1.497 -4.128 -6.200  -0.553
62 H 0.165 -3.415 -4.294  0.518
63 H -4.703 -3.385 -2.976  0.532
64 H -2.187 -2.487 -0.627  0.278
65 H -2.345 -4.324 -6.645  0.356
66 C 4.238 2.897 8.150  -0.959
67 C 5.461 2.906 7.611  0.362
68 C 5.660 2.837 6.132  1.029
69 O 6.790 2.867 5.677  -0.623
70 C 4.473 2.731 5.283  -0.733
71 C 3.250 2.718 5.823  0.102
72 C 3.050 2.815 7.299  0.826
73 O 1.919 2.818 7.751  -0.621
74 O 2.139 2.618 5.056  -0.488
75 O 6.570 2.979 8.381  -0.553
76 H 4.080 2.948 9.219  0.418
77 H 4.631 2.664 4.216  0.567
78 H 1.389 2.633 5.683  0.341
79 H 7.322 2.971 7.757  0.352

---

A molecular structure, C29H28AsBrCl3InNO5, computed with ωB97M-V/def2-TZVPD.

The calculation puts the total energy at -7933.47567 Ha. The LUMO energy is 2.4 eV. The spin multiplicity is 1. For the HOMO energy, the calculation gives -4.40 eV. As for the total charge: -1.

Last column: natural (NBO) charge in e.
Cartesian coordinates (Å):
1 In 0.143 -0.463 -0.297  1.699
2 Br -2.952 -0.007 -0.513  0.137
3 C -3.275 -1.883 -0.585  -0.052
4 C -4.560 -2.279 -0.830  -0.257
5 C -4.884 -3.645 -0.859  -0.222
6 C -3.910 -4.575 -0.644  -0.174
7 C -2.573 -4.186 -0.401  -0.084
8 C -1.576 -5.165 -0.197  -0.196
9 C -0.284 -4.803 0.046  -0.203
10 C 0.063 -3.439 0.083  -0.232
11 C -0.863 -2.447 -0.124  -0.437
12 C -2.214 -2.801 -0.369  -0.033
13 H -5.327 -1.534 -0.991  0.220
14 H -5.908 -3.943 -1.046  0.208
15 H -4.147 -5.632 -0.652  0.202
16 H -1.866 -6.209 -0.249  0.199
17 H 0.479 -5.554 0.205  0.206
18 H 1.095 -3.171 0.277  0.216
19 Cl 2.249 2.939 -1.994  0.044
20 C 0.798 3.303 -1.073  -0.194
21 Cl -0.411 2.028 -1.382  0.065
22 Cl 0.101 4.821 -1.687  -0.002
23 C 1.075 3.552 0.491  0.751
24 O 2.204 3.952 0.760  -0.701
25 O 0.069 3.380 1.199  -0.771
26 C 3.783 0.522 1.656  -0.728
27 C 2.419 0.039 1.211  0.808
28 O 1.870 -0.943 1.752  -0.728
29 O 1.919 0.655 0.216  -0.794
30 H 4.073 0.082 2.607  0.209
31 H 3.775 1.610 1.701  0.250
32 H 4.488 0.227 0.877  0.243
33 C 1.353 1.755 3.680  -0.979
34 As -0.303 1.024 2.982  2.045
35 C -1.725 2.204 3.554  -0.989
36 C -0.502 -0.494 4.192  -1.006
37 O -0.726 0.422 1.508  -1.192
38 H 1.048 2.308 4.570  0.236
39 H 1.843 2.433 2.987  0.287
40 H 2.010 0.934 3.957  0.241
41 H -1.705 2.308 4.639  0.220
42 H -2.673 1.770 3.238  0.242
43 H -1.583 3.167 3.071  0.277
44 H -0.357 -0.185 5.228  0.217
45 H 0.249 -1.232 3.915  0.260
46 H -1.492 -0.931 4.068  0.237
47 C -1.535 -3.083 -4.712  -0.288
48 C -0.239 -3.562 -4.564  -0.195
49 C 0.676 -2.911 -3.759  -0.304
50 C 0.324 -1.737 -3.063  0.282
51 C -0.975 -1.243 -3.266  -0.307
52 C -1.889 -1.908 -4.063  -0.184
53 N 1.162 -1.127 -2.155  -0.813
54 C 2.538 -1.289 -2.287  0.167
55 C 3.344 -1.674 -1.211  -0.258
56 C 4.717 -1.795 -1.348  -0.199
57 C 5.329 -1.562 -2.570  -0.266
58 C 4.543 -1.182 -3.651  -0.224
59 C 3.174 -1.043 -3.514  -0.199
60 H -2.249 -3.606 -5.336  0.199
61 H 0.063 -4.465 -5.081  0.198
62 H 1.675 -3.313 -3.646  0.215
63 H -1.240 -0.295 -2.815  0.208
64 H -2.886 -1.500 -4.185  0.203
65 H 2.879 -1.892 -0.258  0.215
66 H 5.316 -2.087 -0.493  0.200
67 H 6.400 -1.678 -2.678  0.199
68 H 5.004 -0.981 -4.611  0.200
69 H 2.571 -0.728 -4.357  0.208